Record 1
This record from the Open Molecules 2025 dataset describes the molecule C5H10N2O2. The level of theory is wB97M-V/def2-TZVPD.

Molecular weight in Da: 130.15
Energy above the lowest of the compared OMol25 structures with the same formula, charge and spin in kJ/mol: 443.4
LUMO energy in eV: 0.86
Calculated total energy in Ha: -456.3853

ORCA input file:
```
! wB97M-V def2-TZVPD RIJCOSX def2/J DEFGRID3
* xyz 0 1
C -0.21977 1.08957 3.11761
C -0.10665 -1.02057 1.78124
C -0.42139 -1.60937 0.62447
C 0.06414 -0.23021 -1.32524
C 0.46276 0.84771 -3.42007
H 0.39294 0.66457 3.91838
H -1.22701 1.09688 3.68938
H 0.02854 2.05838 2.94914
H 0.09449 -1.57799 2.68601
H -0.39409 -2.78551 0.55970
H -1.34720 -1.68878 -1.41972
H 0.93471 0.50646 0.19170
H 0.32807 0.36928 -4.50462
H -0.07672 2.02640 -3.36457
H 1.50241 0.83286 -3.10805
N -0.74705 -1.21604 -0.68766
N 1.00709 0.43170 -0.89060
O -0.02754 0.40971 1.90103
O -0.24772 -0.20504 -2.69814
*
```

Record 2
This record from the Open Molecules 2025 dataset describes the molecule C5H10N2O5. The level of theory is wB97M-V/def2-TZVPD.

Molecular weight in Da: 178.14
Energy above the lowest of the compared OMol25 structures with the same formula, charge and spin in kJ/mol: 7.5
LUMO energy (spin up / spin down) in eV: 0.43 / -2.61
Calculated total energy in Ha: -681.8942

ORCA input file:
```
! wB97M-V def2-TZVPD RIJCOSX def2/J DEFGRID3
* xyz 0 3
C 0.48719 0.69915 -0.30732
C 0.41623 -1.64852 0.11016
C -1.08788 -1.10727 0.10768
C 3.42600 0.19343 -0.14590
C -2.23651 2.11372 0.32744
N 1.23005 -0.43732 0.00475
N -0.81200 0.35478 -0.07048
O 0.89409 1.82145 -0.47122
O -1.80676 -1.31676 1.27393
O -1.80599 -1.51334 -0.96869
O 2.43145 -0.70163 -0.65259
O -1.82278 1.15379 -0.66379
H 0.62211 -2.30101 1.05346
H 0.67794 -2.18966 -0.80277
H 4.25160 0.26930 -0.87688
H 3.80317 -0.06518 0.77467
H 2.92283 1.14558 -0.04500
H -2.55499 2.92707 -0.31083
H -1.23256 2.55441 0.72718
H -2.97520 1.58810 0.96816
H -2.76868 -1.15126 0.96286
H -2.05933 -2.38886 -0.99482
*
```

Record 3
This record from the Open Molecules 2025 dataset describes the molecule C5H10N2O5S. The level of theory is wB97M-V/def2-TZVPD.

Molecular weight in Da: 210.21
Energy above the lowest of the compared OMol25 structures with the same formula, charge and spin in kJ/mol: 0.0
LUMO energy in eV: -0.07
Calculated total energy in Ha: -1080.3899

ORCA input file:
```
! wB97M-V def2-TZVPD RIJCOSX def2/J DEFGRID3
* xyz 0 1
C 0.20822 2.28428 0.21359
C -0.33308 -0.11696 0.06391
C -0.56162 1.33194 -0.65638
C 1.10888 -2.29208 -0.25904
C 0.78074 -0.86490 -0.63695
N -0.56470 3.44587 0.33422
N -1.21900 1.44976 -1.73397
O 1.29365 2.04845 0.64082
O -3.81676 -0.79214 1.03719
O -3.35150 -0.13999 -1.22633
O -1.48320 -0.90717 0.13160
O -2.53224 1.21854 0.77468
S -2.86289 -0.07473 0.25270
H -0.10796 0.14188 1.09083
H 1.47130 -2.17443 0.75401
H 1.81412 -2.70130 -0.94683
H 0.19288 -2.92871 -0.39769
H 0.66227 -0.86402 -1.69768
H 1.67579 -0.33422 -0.43819
H -1.43585 3.38209 -0.18550
H -0.41226 4.17113 1.05244
H -1.08773 2.34418 -2.18548
H -2.81971 0.58207 -1.71378
*
```

It is found that the F_max values, taken in the order of the records, are 4.30; 3.25; 3.90 eV/Å.